Below is a cluster of 3 separate species, C4H3NO in total in a non-equilibrium geometry, with properties calculated with ωB97M-V/def2-TZVPD.

```
9
Properties=species:S:1:pos:R:3:forces:R:3
C -1.40470 0.52287 1.02112 -1.09 2.12 1.80
C -1.45992 -0.48085 -0.83998 1.12 -1.36 -2.35
N -0.40142 -0.56052 -1.31910 -1.55 0.22 0.04
C 1.28978 -0.13982 0.28824 0.93 0.29 1.73
C 2.43368 -0.00690 -0.06162 -0.35 -0.16 -0.06
O -1.85964 1.55932 1.15888 0.60 -1.32 -0.38
H 0.46633 -0.18262 1.00742 0.60 -0.17 -1.02
H -2.48616 -0.76464 -0.81179 -0.31 0.32 0.37
H 3.42205 0.05316 -0.44317 0.04 0.06 -0.13
```
Positions in Å, forces in eV/Å.

## Properties
* frontier orbital gap: 9.6 eV
* LUMO level: -0.039 eV
* energy above the lowest of the compared OMol25 structures with the same formula, charge and spin: 83.0 kcal per mole
* E: -7729.147 eV